A molecular structure, C7H28F3O11PtS. Source: OMol25; level of theory: the ωB97M-V functional and the def2-TZVPD basis.

## Properties
Strongest force on any atom = 0.04890 hartree/bohr
<S²> = 2.023
Kohn-Sham gap (spin up / spin down) = 7.97 / 4.23 eV
E_tot = -1927.73345 Eh

Geometry as ORCA input:
```
! RIJCOSX wB97M-V def2-TZVPD def2/J DEFGRID3
* xyz 1 3
Pt -3.051 -0.973 -3.929
C -1.980 0.252 0.407
F -3.276 -0.161 0.395
F -1.851 1.522 -0.051
F -1.500 0.133 1.667
S -1.066 -0.870 -0.827
O 0.225 -0.239 -1.042
O -1.045 -2.173 -0.190
O -1.859 -0.830 -2.093
O -0.371 0.705 4.328
H -1.302 0.773 4.540
H -0.352 0.526 3.388
O -2.083 -2.996 2.212
H -2.093 -2.962 1.256
H -1.777 -2.130 2.480
O -1.764 -4.591 -2.413
H -2.535 -4.981 -2.827
H -2.087 -4.248 -1.580
O -3.636 -0.429 3.515
H -3.944 0.419 3.833
H -4.240 -0.654 2.807
O -3.765 0.809 -2.927
H -3.955 1.605 -3.424
H -3.874 1.066 -2.012
O 0.777 -3.996 0.159
H 0.637 -3.056 0.048
H -0.066 -4.330 0.466
C 1.649 2.805 -0.918
C 1.120 2.616 -2.330
C 1.806 3.581 -3.233
O 1.312 1.321 -2.836
H 2.727 2.910 -0.796
H 1.266 2.121 -0.160
H 1.292 3.822 -0.748
H 0.070 2.902 -2.272
H 2.608 3.037 -3.732
H 2.169 4.534 -2.849
H 1.059 3.750 -4.008
H 1.219 0.693 -2.116
C 2.503 -1.263 2.266
C 2.394 -0.084 1.305
C 3.556 0.915 1.503
O 2.586 -0.621 0.048
H 2.265 -0.985 3.293
H 3.501 -1.689 2.372
H 1.751 -2.027 2.069
H 1.437 0.438 1.312
H 3.664 1.369 2.488
H 3.484 1.704 0.755
H 4.412 0.397 1.071
H 1.980 -0.437 -0.674
*
```


A molecular structure, C4H4HoO2. Source: OMol25; level of theory: the ωB97M-V functional and the def2-TZVPD basis.

## Properties
Relative energy (zero: lowest compared OMol25 entry of this formula, charge and spin) = 0.00 kcal/mol
Strongest force on any atom = 0.11505 hartree/bohr
<S²> = 8.759
Kohn-Sham gap (spin up / spin down) = 5.80 / 6.14 eV
E_tot = -1251.27188 Eh

Geometry as ORCA input:
```
! RIJCOSX wB97M-V def2-TZVPD def2/J DEFGRID3
* xyz 4 6
C -3.182 1.339 -1.158
O -3.624 2.336 -0.802
H -4.112 3.174 -0.576
C -0.090 -0.898 -0.639
C 0.918 -0.584 0.111
C 2.041 -0.189 0.821
O 3.055 -0.904 1.011
Ho 4.093 -2.822 1.778
H -0.900 -1.529 -0.254
H -0.091 -0.658 -1.709
H 1.891 0.735 1.415
*
```


A single C16H24N4O3S molecule. Source: OMol25; level of theory: the ωB97M-V functional and the def2-TZVPD basis.

## Properties
Relative energy (zero: lowest compared OMol25 entry of this formula, charge and spin) = 43.55 kcal/mol
Strongest force on any atom = 0.02182 hartree/bohr
Kohn-Sham gap = 9.95 eV
E_tot = -1467.04122 Eh

Geometry as ORCA input:
```
! RIJCOSX wB97M-V def2-TZVPD def2/J DEFGRID3
* xyz 0 1
O 0.139 2.211 -2.548
C -0.694 2.296 -1.671
N -0.816 3.397 -0.889
C 0.255 4.356 -0.776
C 0.913 4.277 0.579
C 2.113 4.934 0.838
C 2.669 4.824 2.099
C 2.014 4.065 3.058
C 0.824 3.454 2.702
N 0.284 3.559 1.500
C -1.752 1.231 -1.378
C -1.722 0.110 -2.421
C -0.466 -0.746 -2.276
N -0.393 -1.265 -0.922
S 0.678 -2.510 -0.665
O 0.629 -3.374 -1.806
O 1.957 -2.038 -0.226
N -0.090 -3.180 0.674
C 0.752 -4.115 1.400
C 0.608 -5.448 0.653
C -0.805 -5.386 0.050
C -1.267 -3.934 0.282
C -0.285 -0.215 0.065
C -1.551 0.635 0.024
H -1.418 3.355 -0.081
H -0.133 5.370 -0.936
H 0.978 4.133 -1.566
H 2.593 5.511 0.063
H 3.601 5.318 2.332
H 2.417 3.949 4.051
H 0.267 2.851 3.408
H -2.728 1.730 -1.416
H -1.737 0.541 -3.423
H -2.605 -0.519 -2.292
H -0.495 -1.606 -2.946
H 0.417 -0.141 -2.512
H 1.769 -3.729 1.415
H 0.370 -4.189 2.422
H 1.351 -5.495 -0.142
H 0.743 -6.300 1.316
H -1.482 -6.089 0.534
H -0.774 -5.605 -1.015
H -1.687 -3.472 -0.609
H -1.993 -3.873 1.098
H -0.168 -0.702 1.033
H 0.601 0.407 -0.123
H -1.476 1.417 0.782
H -2.406 -0.001 0.261
*
```